Record 1
Below is a cluster of 2 separate species, C6H12N2O2 in total, with properties calculated with the ωB97M-V functional and the def2-TZVPD basis.

Structure (ORCA input):
```
! wB97M-V def2-TZVPD RIJCOSX def2/J DEFGRID3
* xyz 0 1
C -2.6173 -0.7340 -0.5969
C -1.5945 -0.9136 0.5190
N -0.3204 -0.2629 0.2648
C 0.6867 -0.9034 -0.5577
C 1.5383 0.2458 -1.0266
N 2.6643 0.0159 -1.7185
C 1.0010 1.4258 -0.5994
C -0.1972 1.1411 0.1712
O -1.0358 1.9260 0.6121
H -2.1693 -0.9046 -1.5862
H -3.4385 -1.4531 -0.4719
H -3.0400 0.2800 -0.5775
H -1.9847 -0.5036 1.4594
H -1.3968 -1.9815 0.6915
H 1.2747 -1.6403 0.0118
H 0.2448 -1.4246 -1.4225
H 2.8887 -0.9072 -2.0586
H 3.2969 0.7669 -1.9506
H 1.4229 2.4203 -0.7178
O 0.6393 1.4079 3.1528
H 0.5948 0.4415 2.9499
H 1.5420 1.5575 3.4516
*
```

For the HOMO-LUMO gap, the calculation gives 9.0 eV. The calculation puts the total energy at -13491.991 eV. As for the SMILES: CCN1CC(N)=CC1=O.O. The calculation puts the relative energy (zero: lowest compared OMol25 entry of this formula, charge and spin) at 42.0 kJ/mol. The largest force on an atom comes out at 1.72 eV/Å. As for the highest occupied orbital energy: -8.441 eV.

Record 2
Below is the molecule C6H12N2O2, with properties calculated with the ωB97M-V functional and the def2-TZVPD basis.

Structure (ORCA input):
```
! wB97M-V def2-TZVPD RIJCOSX def2/J DEFGRID3
* xyz 0 1
H 0.8864 2.6728 2.2749
N 1.1538 1.8614 1.5564
C 0.3271 2.0798 0.6330
O -0.5619 3.1850 1.0056
C -0.0741 1.2819 -0.5674
C 0.3340 -0.1913 -0.5460
C 0.4815 -0.6868 -1.9847
O 0.8528 -2.0436 -2.0776
N -0.6944 -0.9785 0.1217
C -0.2769 -2.1813 0.8258
C -0.7225 -0.9825 1.5751
H -1.3516 3.1598 0.4528
H 0.3717 1.7937 -1.4359
H -1.1640 1.3467 -0.7069
H 1.3093 -0.2876 -0.0337
H 1.2746 -0.1107 -2.4801
H -0.4619 -0.5020 -2.5285
H 0.1195 -2.5898 -1.7811
H -0.9345 -3.0472 0.7238
H 0.7933 -2.4079 0.8429
H 0.0526 -0.4193 2.1003
H -1.7147 -0.9527 2.0297
*
```

For the HOMO-LUMO gap, the calculation gives 10.1 eV. The calculation puts the total energy at -13489.842 eV. As for the SMILES: [H]/N=C(\O)C[C@H](CO)N1CC1. The calculation puts the relative energy (zero: lowest compared OMol25 entry of this formula, charge and spin) at 249.3 kJ/mol. The largest force on an atom comes out at 3.71 eV/Å. As for the highest occupied orbital energy: -9.447 eV.

Record 3
Below is the molecule C6H12N2O3, with properties calculated with the ωB97M-V functional and the def2-TZVPD basis.

Structure (ORCA input):
```
! wB97M-V def2-TZVPD RIJCOSX def2/J DEFGRID3
* xyz 0 1
C -2.4925 0.1563 0.0323
C -2.3504 -2.1859 0.3149
C 1.9096 -1.1869 0.2140
C 1.5023 0.8036 -1.2440
C 1.3513 1.1363 1.0422
C 1.0797 0.0887 -0.0798
N -1.2407 0.5959 -0.2286
N -0.3600 -0.2894 -0.1083
O -3.5189 1.0909 0.0034
O -2.9402 -1.0294 0.3007
O -1.1921 1.8438 -0.4209
H -1.3483 -2.2197 -0.0110
H -3.0166 -3.0923 0.2988
H 1.4887 -2.1636 0.1623
H 2.5623 -1.2363 -0.6348
H 2.5944 -1.2819 1.1533
H 2.5420 0.6699 -1.2613
H 1.2084 1.7839 -1.1672
H 1.1366 0.3907 -2.2714
H 1.2496 2.2022 0.8001
H 0.6576 0.9646 1.9357
H 2.3533 0.9680 1.2425
H -3.1762 1.9903 -0.0728
*
```

For the HOMO-LUMO gap (alpha / beta), the calculation gives 7.9 / 7.8 eV. The calculation puts the total energy at -15532.039 eV. The calculation puts the relative energy (zero: lowest compared OMol25 entry of this formula, charge and spin) at 816.3 kJ/mol. The largest force on an atom comes out at 5.21 eV/Å. As for the highest occupied orbital energy (alpha / beta): -7.676 / -8.066 eV.

Record 4
Below is the molecule C6H12N2O3, with properties calculated with the ωB97M-V functional and the def2-TZVPD basis.

Structure (ORCA input):
```
! wB97M-V def2-TZVPD RIJCOSX def2/J DEFGRID3
* xyz 0 1
C -3.4547 -1.0407 0.5033
O -2.2514 -0.3152 0.1695
C -1.3632 -1.2289 -0.2237
N -0.1381 -0.4471 -0.4224
C -0.3314 0.7597 -1.1915
O 0.9960 0.8994 -1.8621
C 1.8832 1.3729 -0.8849
N 1.7451 0.5289 0.3547
C 2.9784 0.6434 1.0491
C 0.7058 -0.2815 0.7015
O 0.6314 -1.0852 1.6365
H -3.3417 -1.5914 1.6156
H -4.3198 -0.1849 0.4762
H -3.7717 -1.9290 -0.2289
H -1.1231 -2.1108 0.4657
H -1.8242 -1.6893 -1.2035
H -1.0098 0.6860 -2.0609
H -0.5824 1.6637 -0.5316
H 1.7804 2.5296 -0.7001
H 2.9813 1.0283 -1.3059
H 3.1131 1.5793 1.5338
H 3.8759 0.3456 0.4137
H 2.8209 -0.1327 1.6960
*
```

For the HOMO-LUMO gap, the calculation gives 10.2 eV. The calculation puts the total energy at -15536.122 eV. As for the SMILES: COCN1COCN(C)C1=O. The calculation puts the relative energy (zero: lowest compared OMol25 entry of this formula, charge and spin) at 422.3 kJ/mol. The largest force on an atom comes out at 4.34 eV/Å. As for the highest occupied orbital energy: -9.374 eV.

Record 5
Below is the molecule C6H12N2OS, with properties calculated with the ωB97M-V functional and the def2-TZVPD basis.

Structure (ORCA input):
```
! wB97M-V def2-TZVPD RIJCOSX def2/J DEFGRID3
* xyz 0 1
C -1.0013 -0.3124 -0.1614
C -2.9181 -1.5199 -0.0914
C 1.2924 -1.1517 0.0537
C 0.5378 0.8887 1.2977
C 0.8486 0.9697 -1.2026
C 0.4159 0.1024 -0.0168
N -1.5285 -1.4123 0.0587
N -2.0764 0.7842 -0.7130
O -4.0337 0.6961 0.9735
S -3.6357 0.2314 -0.3537
H -3.1761 -2.1288 -0.9579
H -3.3756 -1.9316 0.8092
H 2.3219 -0.8693 0.2604
H 0.9428 -1.8140 0.8399
H 1.2583 -1.6917 -0.8890
H 1.5525 1.2739 1.4030
H 0.3196 0.2368 2.1446
H -0.1589 1.7292 1.3238
H 0.6256 0.4659 -2.1401
H 1.9203 1.1484 -1.1504
H 0.3396 1.9300 -1.2013
H -1.8728 1.7311 -0.4352
*
```

For the HOMO-LUMO gap, the calculation gives 9.8 eV. The calculation puts the total energy at -22278.654 eV. The calculation puts the relative energy (zero: lowest compared OMol25 entry of this formula, charge and spin) at 74.5 kJ/mol. The largest force on an atom comes out at 3.79 eV/Å. As for the highest occupied orbital energy: -9.064 eV.

Record 6
Below is the molecule C6H12N2OS, with properties calculated with the ωB97M-V functional and the def2-TZVPD basis.

Structure (ORCA input):
```
! wB97M-V def2-TZVPD RIJCOSX def2/J DEFGRID3
* xyz 0 1
C -0.5451 -0.2919 1.9740
C -0.8721 0.6820 1.1831
C 1.0380 0.3463 -0.4840
C 0.9150 -1.1367 -0.7868
C -0.2864 1.0483 -0.1577
C -0.0747 2.5654 -0.1936
N -0.1926 -4.1480 0.1366
N 0.9525 -3.5964 0.5566
O 2.5371 -1.8108 1.2097
S 1.1628 -2.0413 0.8336
H -0.8645 -0.6356 2.9303
H -0.8542 -3.5603 -0.3710
H -1.6647 1.3769 1.4897
H 1.7218 0.4671 0.3599
H 1.4863 0.8511 -1.3444
H -0.0652 -1.4035 -1.1759
H 1.6956 -1.4889 -1.4586
H -1.0240 0.7866 -0.9303
H 0.6548 2.8529 0.5610
H -1.0044 3.0945 0.0068
H 0.2923 2.8816 -1.1676
H -0.6394 -4.7566 0.8191
*
```

For the HOMO-LUMO gap (alpha / beta), the calculation gives 8.1 / 7.5 eV. The calculation puts the total energy at -22273.783 eV. The calculation puts the relative energy (zero: lowest compared OMol25 entry of this formula, charge and spin) at 544.5 kJ/mol. The largest force on an atom comes out at 1.68 eV/Å. As for the highest occupied orbital energy (alpha / beta): -7.962 / -7.953 eV.

Record 7
Below is the ion C6H12N2P with charge +1, with properties calculated with the ωB97M-V functional and the def2-TZVPD basis.

Structure (ORCA input):
```
! wB97M-V def2-TZVPD RIJCOSX def2/J DEFGRID3
* xyz 1 1
C -1.0544 0.6024 -0.0623
C 1.8661 -1.0613 -0.2372
C -2.1763 1.6053 0.0701
C 1.8613 -2.4601 0.0263
C -2.6277 -1.1395 0.1119
C 2.8295 1.7237 -0.2086
N 0.1503 1.1587 -0.0629
N -1.3024 -0.6363 -0.2482
P 1.5554 0.5050 0.2872
H -1.7111 2.6825 0.0350
H -2.5120 1.6197 1.0105
H -2.8924 1.5088 -0.6158
H 1.5646 -2.9631 -1.0362
H 1.2479 -2.6954 0.8958
H 2.7969 -2.6495 0.4470
H -3.2091 -0.9862 -0.8424
H -3.1952 -0.6328 0.8743
H -2.4537 -2.1291 0.3094
H 3.1331 1.4512 -1.1576
H 3.7136 1.8018 0.4409
H 2.4155 2.6943 -0.0372
*
```

For the HOMO-LUMO gap (alpha / beta), the calculation gives 8.1 / 6.2 eV. The calculation puts the total energy at -18672.644 eV. The calculation puts the relative energy (zero: lowest compared OMol25 entry of this formula, charge and spin) at 602.8 kJ/mol. The largest force on an atom comes out at 6.21 eV/Å. As for the highest occupied orbital energy (alpha / beta): -13.408 / -13.054 eV.

Record 8
Below is a structure of composition C6H12N2S, with properties calculated with the ωB97M-V functional and the def2-TZVPD basis.

Structure (ORCA input):
```
! wB97M-V def2-TZVPD RIJCOSX def2/J DEFGRID3
* xyz 0 1
S -0.8734 -1.2431 -1.0856
C 0.3866 -2.3250 -0.3882
C -2.6703 0.4028 0.1517
C -1.5451 -0.5780 0.4585
H 1.1271 -1.7563 0.1990
H 0.9075 -2.8241 -1.2226
H -0.0589 -3.0976 0.2608
H -3.0821 0.8102 1.0904
H -2.2962 1.2402 -0.4610
H -3.4822 -0.1011 -0.3992
H -1.9134 -1.4176 1.0788
H -0.7299 -0.0791 1.0171
N 1.6086 2.3853 0.7474
C 0.5443 1.7971 0.2248
C 2.6788 1.6331 0.3257
C 2.2574 0.5812 -0.4586
N 0.8912 0.7031 -0.5113
H -0.4905 2.1176 0.3457
H 3.7005 1.8870 0.6083
H 2.7911 -0.2202 -0.9695
H 0.2488 0.0846 -1.0125
*
```

For the HOMO-LUMO gap, the calculation gives 9.2 eV. The calculation puts the total energy at -20231.331 eV. The calculation puts the relative energy (zero: lowest compared OMol25 entry of this formula, charge and spin) at 80.5 kJ/mol. The largest force on an atom comes out at 2.74 eV/Å. As for the highest occupied orbital energy: -8.511 eV.

Record 9
Below is a cluster of 2 separate species, C6H12N2S2 in total, with properties calculated with the ωB97M-V functional and the def2-TZVPD basis.

Structure (ORCA input):
```
! wB97M-V def2-TZVPD RIJCOSX def2/J DEFGRID3
* xyz 2 1
C -0.9809 4.2297 -1.8839
C -1.6278 3.2281 -1.5841
C 0.8184 -0.4231 0.0607
C 0.5353 -1.4043 1.0732
C -0.6061 -1.7277 1.6903
C -0.0005 0.1370 -0.8295
N 1.7842 -1.9916 1.7005
N 0.5322 1.3186 -1.5618
S -0.8765 -3.0254 2.8906
S -1.6951 -0.3845 -1.2332
H -0.3977 5.1015 -2.0668
H -2.3172 2.4545 -1.3842
H 1.7882 -0.0621 -0.1224
H -1.4877 -1.2873 1.3902
H 1.7051 -3.0098 1.4733
H 1.9359 -1.9171 2.7066
H 2.6255 -1.5243 1.3844
H 0.9576 1.0185 -2.4044
H 1.2111 1.8748 -1.0784
H -0.3356 1.9730 -1.6168
H -2.2264 -2.9810 3.0755
H -1.3419 -1.5975 -1.6796
*
```

For the HOMO-LUMO gap, the calculation gives 8.3 eV. The calculation puts the total energy at -31046.486 eV. The calculation puts the relative energy (zero: lowest compared OMol25 entry of this formula, charge and spin) at 192.5 kJ/mol. The largest force on an atom comes out at 3.38 eV/Å. As for the highest occupied orbital energy: -16.094 eV.

Record 10
Below is the ion C6H12N3O2S with charge +1, with properties calculated with the ωB97M-V functional and the def2-TZVPD basis.

Structure (ORCA input):
```
! wB97M-V def2-TZVPD RIJCOSX def2/J DEFGRID3
* xyz 1 1
C 2.8784 0.4056 0.3841
C 2.6785 -0.1143 -0.8624
C 2.3844 0.0707 1.6225
C 0.0047 -0.4117 1.0835
C -3.6344 0.5931 1.2146
C -2.7623 -0.4605 0.5308
N 1.2012 -0.9121 1.5916
N 3.2759 0.3054 -1.9940
N 1.7590 -1.1050 -1.0131
O 2.6634 0.5070 2.6988
O -0.1051 0.6443 0.2360
S -1.4209 -1.3208 1.4664
H 3.5480 1.2671 0.3890
H -3.1552 1.2870 1.9397
H -4.2287 1.0355 0.4849
H -4.4103 -0.1009 1.7443
H -2.3739 -0.0102 -0.3851
H -3.3015 -1.4284 0.2657
H 1.1190 -1.6456 2.4019
H 3.6855 1.1498 -2.1419
H 2.9801 -0.2417 -2.7871
H 1.4613 -1.3283 -1.9523
H 1.2677 -1.5901 -0.1838
H 0.7829 1.1653 0.2002
*
```

For the HOMO-LUMO gap, the calculation gives 8.6 eV. The calculation puts the total energy at -25809.590 eV. The calculation puts the relative energy (zero: lowest compared OMol25 entry of this formula, charge and spin) at 126.5 kJ/mol. The largest force on an atom comes out at 4.58 eV/Å. As for the highest occupied orbital energy: -12.625 eV.

Record 11
Below is the ion C6H12N3O3 with charge +1, with properties calculated with the ωB97M-V functional and the def2-TZVPD basis.

Structure (ORCA input):
```
! wB97M-V def2-TZVPD RIJCOSX def2/J DEFGRID3
* xyz 1 1
C -3.3455 0.3113 -1.4771
O -2.0592 -0.0474 -0.9824
C -1.8362 -0.3677 0.5025
N -2.7306 -1.0554 1.1664
N -0.8334 0.2879 1.0281
C -0.1820 1.4428 0.1533
O -0.9201 2.3656 0.0191
C 1.1265 1.2430 -0.1839
C 2.0061 0.2351 -0.0246
N 1.6807 -0.9148 0.5913
O 3.1944 0.5383 -0.4464
C 4.1887 -0.4142 -0.3634
H -3.8069 0.9416 -0.8393
H -4.1457 -0.4320 -1.7564
H -3.1267 0.8190 -2.4004
H -3.5973 -1.3366 0.6595
H -2.6827 -1.4451 2.1703
H -0.8920 0.3390 2.0247
H 1.4833 2.1012 -0.8194
H 2.2399 -1.7125 0.8468
H 0.6961 -1.0671 0.8538
H 5.0874 0.0444 -0.7369
H 4.1608 -1.4237 -0.6914
H 4.2939 -0.4525 0.7058
*
```

For the HOMO-LUMO gap, the calculation gives 8.8 eV. The calculation puts the total energy at -17020.405 eV. As for the SMILES: COC(=[NH2+])NC(=O)/C=C(\N)OC. The calculation puts the relative energy (zero: lowest compared OMol25 entry of this formula, charge and spin) at 123.1 kJ/mol. The largest force on an atom comes out at 5.28 eV/Å. As for the highest occupied orbital energy: -12.117 eV.

Question: What is the formula in the ninth record?
Answer: C6H12N2S2

Question: Among the records above, which one has the highest relative energy (zero: lowest compared OMol25 entry of this formula, charge and spin)?
Answer: number 3

Question: Which value of largest force on an atom does entry 11 give?
Answer: 5.28 eV/Å